Record 1
{"formula": "C23H73FN28O16PS", "method": "ωB97M-V with the def2-TZVPD basis set", "elements": ["C", "C", "C", "O", "O", "C", "C", "C", "C", "C", "C", "P", "F", "S", "H", "H", "H", "H", "H", "H", "H", "H", "H", "H", "H", "H", "H", "H", "H", "H", "H", "C", "O", "N", "N", "H", "H", "H", "H", "C", "O", "N", "N", "H", "H", "H", "H", "C", "O", "N", "N", "H", "H", "H", "H", "C", "O", "N", "N", "H", "H", "H", "H", "C", "O", "N", "N", "H", "H", "H", "H", "C", "O", "N", "N", "H", "H", "H", "H", "C", "O", "N", "N", "H", "H", "H", "H", "C", "O", "N", "N", "H", "H", "H", "H", "C", "O", "N", "N", "H", "H", "H", "H", "C", "O", "N", "N", "H", "H", "H", "H", "C", "O", "N", "N", "H", "H", "H", "H", "C", "O", "N", "N", "H", "H", "H", "H", "C", "O", "N", "N", "H", "H", "H", "H", "C", "O", "N", "N", "H", "H", "H", "H"], "xyz": [[-1.53, 0.31, 1.56], [-2.36, -0.56, 2.27], [-2.31, -1.95, 1.85], [-1.26, -2.50, 1.53], [-3.49, -2.54, 1.80], [-3.42, -3.92, 1.40], [-3.24, -4.10, -0.11], [-2.00, -4.93, -0.46], [-0.82, -4.11, -0.97], [0.51, -4.75, -0.50], [1.40, -5.14, -1.70], [2.18, -3.70, -2.40], [1.69, -2.45, -1.68], [1.68, -3.58, -4.37], [-1.91, 0.98, 0.81], [-0.47, 0.35, 1.78], [-2.96, -0.24, 3.11], [-2.65, -4.47, 1.92], [-4.36, -4.36, 1.72], [-3.31, -3.15, -0.63], [-4.10, -4.68, -0.43], [-2.29, -5.60, -1.26], [-1.75, -5.54, 0.40], [-0.86, -3.06, -0.69], [-0.81, -4.18, -2.06], [0.34, -5.66, 0.05], [1.07, -4.06, 0.13], [2.18, -5.81, -1.34], [0.84, -5.71, -2.43], [3.57, -3.72, -2.27], [0.36, -3.92, -4.25], [-2.13, -5.00, -5.99], [-1.28, -4.56, -5.22], [-1.92, -5.08, -7.33], [-3.34, -5.42, -5.55], [-2.60, -5.43, -7.98], [-1.03, -4.77, -7.68], [-3.52, -5.37, -4.57], [-4.05, -5.78, -6.16], [1.22, 2.72, 0.39], [0.07, 2.39, 0.13], [2.31, 1.97, 0.04], [1.49, 3.88, 1.04], [3.27, 2.23, 0.26], [2.13, 1.12, -0.46], [0.71, 4.46, 1.30], [2.42, 4.20, 1.25], [5.83, 3.21, 1.30], [5.16, 2.71, 0.37], [5.28, 3.91, 2.31], [7.17, 3.08, 1.35], [5.82, 4.31, 3.06], [4.29, 4.03, 2.31], [7.62, 2.56, 0.61], [7.74, 3.47, 2.09], [-3.51, 2.91, -1.99], [-3.74, 4.01, -1.53], [-4.33, 2.35, -2.94], [-2.44, 2.15, -1.61], [-4.18, 1.45, -3.35], [-5.12, 2.90, -3.23], [-1.82, 2.53, -0.91], [-2.25, 1.24, -1.98], [6.27, -0.70, 0.98], [6.33, -0.27, 2.12], [5.79, 0.06, -0.05], [6.69, -1.96, 0.65], [5.73, -0.27, -0.99], [5.47, 1.01, 0.17], [7.05, -2.53, 1.40], [6.66, -2.33, -0.27], [-7.34, -5.50, 0.51], [-6.77, -6.42, -0.06], [-7.03, -4.19, 0.28], [-8.35, -5.71, 1.41], [-7.48, -3.42, 0.72], [-6.29, -4.01, -0.38], [-8.60, -6.66, 1.60], [-8.84, -4.97, 1.88], [0.54, -8.77, -3.08], [0.55, -8.05, -2.10], [0.14, -8.32, -4.32], [0.90, -10.08, -3.03], [0.12, -8.90, -5.14], [-0.14, -7.36, -4.39], [1.19, -10.44, -2.14], [0.90, -10.69, -3.82], [2.05, -2.80, 3.63], [1.50, -3.83, 3.99], [3.26, -2.40, 4.13], [1.49, -1.96, 2.71], [3.74, -1.56, 3.86], [3.69, -3.00, 4.81], [0.59, -2.23, 2.33], [1.92, -1.11, 2.39], [5.99, 5.30, 6.12], [6.55, 4.63, 5.26], [6.18, 6.64, 6.24], [5.12, 4.76, 7.02], [5.72, 7.20, 6.95], [6.81, 7.08, 5.60], [4.95, 3.77, 6.96], [4.65, 5.30, 7.72], [3.37, 6.62, -0.67], [3.47, 6.98, 0.49], [2.87, 7.42, -1.65], [3.77, 5.37, -1.08], [2.79, 7.13, -2.61], [2.57, 8.33, -1.38], [4.15, 4.77, -0.37], [3.70, 5.04, -2.02], [4.63, 5.31, -4.89], [4.39, 6.31, -4.23], [3.83, 4.89, -5.92], [5.73, 4.54, -4.65], [4.01, 4.08, -6.47], [3.02, 5.44, -6.12], [6.34, 4.82, -3.91], [5.96, 3.72, -5.18], [5.02, 9.56, 8.44], [4.77, 8.36, 8.53], [4.19, 10.43, 7.81], [6.16, 10.10, 8.96], [4.37, 11.41, 7.72], [3.34, 10.05, 7.42], [6.79, 9.49, 9.43], [6.39, 11.08, 8.90], [-11.91, -5.83, 1.36], [-11.25, -5.07, 2.04], [-13.26, -5.93, 1.49], [-11.35, -6.64, 0.40], [-13.83, -6.55, 0.94], [-13.70, -5.35, 2.18], [-10.36, -6.58, 0.27], [-11.88, -7.27, -0.17], [-6.53, 5.94, -3.36], [-6.92, 4.82, -3.07], [-5.38, 6.47, -2.86], [-7.23, 6.76, -4.21], [-5.04, 7.39, -3.10], [-4.84, 5.90, -2.23], [-8.08, 6.40, -4.59], [-6.93, 7.68, -4.47]], "charge": 1, "homo_energy_ha": -0.343, "orbital_gap_ev": 6.818, "lumo_energy_ha": -0.09245}

Record 2
{"formula": "C23H77N25O14", "method": "ωB97M-V with the def2-TZVPD basis set", "elements": ["C", "C", "C", "O", "C", "N", "H", "H", "H", "H", "H", "H", "H", "H", "H", "H", "H", "C", "C", "C", "O", "C", "N", "H", "H", "H", "H", "H", "H", "H", "H", "H", "H", "H", "C", "C", "C", "O", "C", "N", "H", "H", "H", "H", "H", "H", "H", "H", "H", "H", "H", "C", "O", "N", "N", "H", "H", "H", "H", "C", "O", "N", "N", "H", "H", "H", "H", "C", "O", "N", "N", "H", "H", "H", "H", "C", "O", "N", "N", "H", "H", "H", "H", "C", "O", "N", "N", "H", "H", "H", "H", "C", "O", "N", "N", "H", "H", "H", "H", "C", "O", "N", "N", "H", "H", "H", "H", "C", "O", "N", "N", "H", "H", "H", "H", "C", "O", "N", "N", "H", "H", "H", "H", "C", "O", "N", "N", "H", "H", "H", "H", "C", "O", "N", "N", "H", "H", "H", "H"], "xyz": [[-0.57, -5.14, -5.82], [-0.72, -3.62, -5.94], [-0.98, -2.89, -4.59], [0.17, -2.92, -3.69], [0.18, -1.89, -2.65], [0.60, -3.07, -6.48], [-1.54, -5.47, -5.46], [0.24, -5.51, -5.19], [-0.65, -5.57, -6.83], [-1.49, -3.29, -6.64], [-1.90, -3.27, -4.15], [-1.12, -1.81, -4.74], [-0.76, -1.98, -2.11], [0.27, -0.94, -3.17], [1.01, -2.10, -1.97], [1.32, -3.20, -5.77], [0.51, -2.06, -6.43], [-3.71, -3.34, 0.04], [-2.81, -4.35, 0.71], [-1.66, -3.55, 1.41], [-0.93, -4.57, 2.06], [-0.98, -4.54, 3.51], [-3.62, -5.02, 1.74], [-4.57, -3.84, -0.41], [-3.29, -2.86, -0.84], [-4.02, -2.63, 0.80], [-2.49, -5.07, -0.04], [-2.00, -2.77, 2.08], [-1.05, -3.13, 0.61], [-0.43, -3.71, 3.94], [-0.45, -5.42, 3.89], [-2.01, -4.51, 3.87], [-3.79, -4.36, 2.49], [-2.93, -5.62, 2.16], [-0.05, -0.40, 1.74], [0.60, 0.05, 0.40], [0.06, 1.33, -0.32], [0.81, 1.36, -1.50], [0.61, 2.52, -2.22], [2.00, 0.18, 0.62], [0.23, -1.39, 2.08], [-1.12, -0.35, 1.53], [0.01, 0.25, 2.61], [0.39, -0.64, -0.42], [0.34, 2.15, 0.35], [-1.01, 1.28, -0.50], [-0.41, 2.86, -2.38], [1.02, 2.19, -3.17], [1.36, 3.28, -2.01], [2.41, -0.74, 0.70], [2.34, 0.52, -0.27], [-5.74, 0.54, 1.66], [-6.01, 0.59, 2.87], [-6.66, 0.63, 0.70], [-4.56, 0.29, 1.14], [-6.45, 0.34, -0.24], [-7.63, 0.88, 0.83], [-3.78, 0.15, 1.76], [-4.38, 0.17, 0.15], [2.65, 3.26, 3.07], [3.16, 4.31, 3.48], [3.47, 2.27, 2.77], [1.40, 3.04, 2.71], [3.13, 1.68, 2.02], [4.40, 2.35, 3.16], [0.68, 3.74, 2.81], [1.07, 2.10, 2.60], [3.98, 0.65, -3.33], [3.88, 1.68, -3.90], [3.03, 0.03, -2.64], [5.09, -0.09, -3.37], [2.15, 0.47, -2.42], [3.36, -0.66, -1.98], [5.28, -0.92, -2.84], [5.82, 0.39, -3.88], [4.30, -2.69, 4.23], [4.74, -1.99, 5.13], [3.69, -2.30, 3.20], [4.75, -3.88, 4.05], [3.27, -1.40, 3.35], [3.32, -2.97, 2.54], [4.16, -4.43, 3.44], [5.20, -4.39, 4.80], [1.71, 0.12, 5.51], [1.33, -0.90, 5.01], [0.91, 1.06, 6.03], [2.96, 0.40, 5.64], [1.29, 1.98, 6.21], [0.02, 0.98, 5.57], [3.34, 1.16, 6.19], [3.66, -0.22, 5.26], [-0.57, 0.58, -6.21], [0.28, -0.37, -6.31], [-0.66, 1.19, -5.03], [-1.55, 0.94, -7.00], [-1.04, 2.12, -5.09], [-0.02, 0.91, -4.30], [-1.71, 0.37, -7.82], [-2.19, 1.68, -6.76], [1.26, 5.86, 0.03], [0.33, 5.74, 0.78], [1.44, 6.83, -0.86], [2.27, 5.08, -0.02], [0.70, 7.48, -1.11], [2.38, 6.88, -1.22], [2.32, 4.38, 0.71], [3.07, 5.28, -0.61], [4.85, -2.71, -0.39], [4.12, -1.78, -0.45], [4.99, -3.59, -1.25], [5.44, -3.02, 0.70], [5.75, -4.24, -1.10], [4.50, -3.39, -2.11], [5.28, -2.52, 1.56], [6.16, -3.74, 0.70], [-2.75, 3.64, 0.88], [-2.71, 3.71, -0.27], [-3.39, 2.89, 1.76], [-1.97, 4.52, 1.45], [-3.06, 2.87, 2.72], [-4.15, 2.39, 1.33], [-1.15, 4.87, 0.99], [-2.10, 4.77, 2.42], [-3.03, 6.02, -2.79], [-3.18, 7.07, -3.33], [-1.97, 5.73, -2.12], [-3.98, 5.21, -2.76], [-2.02, 4.85, -1.63], [-1.34, 6.50, -1.96], [-3.91, 4.39, -2.17], [-4.87, 5.56, -3.10], [-2.43, 0.01, 4.24], [-1.84, 1.09, 4.31], [-3.70, -0.21, 4.46], [-1.85, -1.15, 4.16], [-4.11, -1.13, 4.34], [-4.21, 0.64, 4.67], [-2.24, -1.93, 4.68], [-0.87, -1.14, 3.94]], "charge": 0, "homo_energy_ha": -0.306, "orbital_gap_ev": 8.158, "relative_energy_ev": 8.1981, "lumo_energy_ha": -0.00584}

Record 3
{"formula": "C24H10Br2Cl5N4O5PdS", "method": "ωB97M-V with the def2-TZVPD basis set", "elements": ["Pd", "Br", "C", "C", "C", "Br", "C", "C", "C", "C", "N", "C", "C", "O", "H", "H", "H", "H", "Cl", "C", "C", "Cl", "C", "Cl", "C", "O", "C", "Cl", "C", "Cl", "O", "S", "O", "O", "C", "N", "C", "C", "C", "N", "C", "C", "C", "N", "C", "C", "H", "H", "H", "H", "H", "H"], "xyz": [[-1.93, 0.30, -0.01], [-5.40, 3.95, 0.50], [-5.68, 2.14, 0.30], [-6.96, 1.61, 0.23], [-7.16, 0.25, 0.08], [-8.91, -0.38, 0.01], [-6.06, -0.67, -0.04], [-6.18, -2.06, -0.19], [-5.04, -2.83, -0.28], [-3.79, -2.22, -0.24], [-3.67, -0.91, -0.09], [-4.77, -0.14, 0.02], [-4.54, 1.28, 0.22], [-3.36, 1.71, 0.32], [-7.81, 2.27, 0.31], [-7.16, -2.52, -0.24], [-5.11, -3.90, -0.40], [-2.88, -2.79, -0.33], [4.76, -1.96, 0.64], [3.18, -1.71, 0.13], [2.15, -1.52, 1.10], [2.53, -1.55, 2.76], [0.87, -1.30, 0.68], [-0.44, -1.13, 1.78], [0.55, -1.21, -0.72], [-0.61, -0.90, -1.13], [1.61, -1.43, -1.68], [1.20, -1.32, -3.32], [2.89, -1.68, -1.26], [4.14, -1.90, -2.38], [7.06, 0.41, -2.29], [6.08, -0.59, -1.90], [4.92, -0.68, -2.76], [6.60, -1.86, -1.45], [5.43, 0.18, -0.39], [6.21, 0.26, 0.69], [5.72, 0.90, 1.74], [4.44, 1.45, 1.76], [3.70, 1.28, 0.60], [4.19, 0.66, -0.46], [2.27, 1.64, 0.44], [1.42, 1.91, 1.51], [0.07, 1.93, 1.29], [-0.47, 1.77, 0.07], [0.36, 1.67, -0.99], [1.72, 1.59, -0.85], [6.36, 0.97, 2.61], [4.07, 1.97, 2.63], [1.79, 2.00, 2.52], [-0.64, 2.07, 2.10], [-0.10, 1.58, -1.97], [2.38, 1.44, -1.69]], "charge": 1, "homo_energy_ha": -0.351, "orbital_gap_ev": 4.043, "lumo_energy_ha": -0.20232}

Record 4
{"formula": "C24H12BF6N4O5", "method": "ωB97M-V with the def2-TZVPD basis set", "elements": ["F", "C", "C", "C", "C", "C", "F", "C", "B", "C", "C", "F", "C", "C", "C", "C", "F", "C", "C", "F", "C", "C", "C", "C", "F", "H", "H", "H", "H", "H", "H", "H", "H", "H", "H", "O", "N", "O", "C", "C", "C", "N", "O", "O", "C", "C", "N", "O", "N", "C", "H", "H"], "xyz": [[0.78, -3.08, -2.32], [-0.27, -3.41, -1.53], [-0.53, -4.74, -1.29], [-1.49, -5.12, -0.38], [-2.21, -4.16, 0.28], [-1.97, -2.82, 0.05], [-2.62, -1.88, 0.78], [-1.01, -2.44, -0.87], [-0.85, -0.88, -1.08], [0.25, -0.48, -2.12], [1.44, 0.05, -1.64], [1.62, 0.22, -0.31], [2.42, 0.39, -2.54], [2.23, 0.20, -3.89], [1.05, -0.33, -4.36], [0.04, -0.66, -3.47], [-1.14, -1.13, -3.93], [-2.21, -0.14, -1.39], [-2.25, 1.19, -1.01], [-1.18, 1.75, -0.41], [-3.39, 1.93, -1.25], [-4.47, 1.35, -1.87], [-4.43, 0.03, -2.25], [-3.30, -0.73, -2.02], [-3.29, -2.03, -2.36], [-0.48, -0.44, -0.03], [0.06, -5.48, -1.80], [-1.67, -6.16, -0.18], [-2.97, -4.43, 1.00], [3.34, 0.82, -2.17], [3.00, 0.47, -4.59], [0.88, -0.50, -5.41], [-3.41, 2.96, -0.94], [-5.36, 1.94, -2.07], [-5.26, -0.43, -2.74], [5.58, 3.33, 3.65], [4.44, 3.78, 3.54], [4.21, 4.99, 3.42], [3.31, 2.87, 3.54], [2.04, 3.36, 3.42], [0.92, 2.50, 3.42], [-0.42, 3.07, 3.32], [-0.53, 4.29, 3.21], [-1.39, 2.31, 3.36], [1.06, 1.14, 3.54], [2.36, 0.62, 3.67], [2.81, -0.63, 3.82], [4.12, -0.56, 3.91], [4.55, 0.70, 3.82], [3.47, 1.47, 3.67], [1.89, 4.42, 3.32], [0.20, 0.50, 3.53]], "charge": -1, "homo_energy_ha": -0.187, "orbital_gap_ev": 4.718, "relative_energy_ev": 0.4096, "lumo_energy_ha": -0.01350}

Record 5
{"formula": "C24H14BrCl2MgN4O4S", "method": "ωB97M-V with the def2-TZVPD basis set", "elements": ["Mg", "O", "C", "N", "C", "O", "C", "C", "C", "C", "C", "N", "C", "C", "C", "C", "C", "N", "H", "H", "H", "H", "H", "H", "H", "H", "Cl", "C", "C", "C", "C", "C", "Cl", "C", "S", "H", "H", "H", "Br", "C", "C", "C", "C", "C", "N", "C", "O", "O", "H", "H", "H"], "xyz": [[0.49, 0.08, -0.10], [1.79, 1.00, 3.76], [1.39, 1.13, 2.62], [1.86, 0.55, 1.47], [3.19, 0.34, 1.34], [4.09, 0.46, 2.16], [3.57, 0.02, -0.09], [4.90, -0.19, -0.42], [5.23, -0.44, -1.74], [4.22, -0.47, -2.69], [2.91, -0.26, -2.28], [2.59, -0.02, -1.00], [0.23, 2.07, 2.34], [-0.49, 2.61, 3.40], [-1.53, 3.47, 3.11], [-1.82, 3.76, 1.79], [-1.05, 3.16, 0.80], [-0.04, 2.34, 1.07], [5.63, -0.15, 0.38], [6.26, -0.61, -2.03], [4.43, -0.66, -3.73], [2.08, -0.31, -2.96], [-0.21, 2.34, 4.41], [-2.12, 3.91, 3.91], [-2.63, 4.42, 1.52], [-1.27, 3.33, -0.25], [-0.13, 1.77, -2.36], [-1.55, 0.87, -2.84], [-2.63, 1.61, -3.28], [-3.78, 0.96, -3.68], [-3.83, -0.42, -3.63], [-2.73, -1.14, -3.18], [-2.88, -2.87, -3.14], [-1.53, -0.53, -2.75], [-0.17, -1.44, -2.18], [-2.56, 2.69, -3.30], [-4.64, 1.52, -4.02], [-4.71, -0.96, -3.93], [2.44, -3.03, 0.91], [0.62, -2.95, 1.41], [0.08, -4.04, 2.08], [-1.26, -3.98, 2.42], [-2.00, -2.87, 2.07], [-1.36, -1.83, 1.40], [-0.06, -1.87, 1.08], [-2.15, -0.59, 0.96], [-3.33, -0.54, 1.29], [-1.48, 0.25, 0.29], [0.70, -4.89, 2.32], [-1.72, -4.81, 2.94], [-3.05, -2.75, 2.29]], "charge": -1, "homo_energy_ha": -0.168, "orbital_gap_ev": 7.168, "relative_energy_ev": 0.6832, "lumo_energy_ha": 0.09539}

Record 6
{"formula": "C24H14Cl2FN4O12V", "method": "ωB97M-V with the def2-TZVPD basis set", "elements": ["V", "O", "C", "C", "C", "N", "C", "C", "C", "O", "O", "C", "O", "O", "H", "H", "H", "Cl", "C", "C", "C", "Cl", "C", "C", "C", "C", "N", "C", "C", "O", "H", "H", "H", "H", "F", "C", "C", "N", "C", "C", "O", "O", "C", "O", "N", "C", "O", "H", "H", "H", "H", "C", "O", "C", "O", "H", "H", "H"], "xyz": [[-0.59, -0.62, 0.78], [2.18, 0.09, 6.14], [1.45, 0.17, 4.98], [0.23, -0.48, 4.83], [-0.41, -0.40, 3.61], [0.10, 0.29, 2.59], [1.20, 1.01, 2.76], [1.92, 0.96, 3.94], [1.59, 2.04, 1.67], [2.39, 2.90, 2.04], [1.00, 1.92, 0.59], [-1.80, -1.00, 3.40], [-2.36, -1.49, 4.37], [-2.25, -0.87, 2.23], [1.70, -0.49, 6.74], [-0.24, -1.04, 5.62], [2.81, 1.57, 4.03], [1.00, -4.91, 2.77], [0.35, -4.67, 1.18], [0.30, -5.75, 0.29], [-0.17, -5.60, -0.98], [-0.18, -6.97, -2.07], [-0.64, -4.34, -1.44], [-1.12, -4.05, -2.74], [-1.55, -2.79, -3.03], [-1.52, -1.79, -2.04], [-1.07, -2.03, -0.83], [-0.62, -3.28, -0.53], [-0.08, -3.40, 0.80], [-0.04, -2.34, 1.52], [0.66, -6.71, 0.62], [-1.13, -4.83, -3.49], [-1.91, -2.54, -4.02], [-1.88, -0.78, -2.23], [1.82, 3.54, -3.75], [0.69, 4.01, -3.16], [0.10, 3.35, -2.15], [-1.05, 3.81, -1.57], [-1.67, 3.06, -0.48], [-2.00, 1.61, -0.89], [-2.69, 1.38, -1.88], [-1.52, 0.73, -0.10], [-1.63, 4.99, -1.96], [-2.63, 5.47, -1.46], [-0.99, 5.62, -3.01], [0.15, 5.24, -3.69], [0.60, 5.92, -4.60], [0.52, 2.44, -1.73], [-2.62, 3.57, -0.26], [-1.00, 3.06, 0.39], [-1.41, 6.50, -3.30], [2.54, -0.15, -2.14], [1.26, -0.17, -1.54], [1.27, -0.53, -0.19], [2.33, -0.84, 0.28], [2.38, -0.03, -3.21], [3.09, -1.08, -1.93], [3.13, 0.69, -1.77]], "charge": -2, "spin_multiplicity": 3, "homo_energy_ha": [-0.106, -0.105], "s2": 2.013, "orbital_gap_ev": [6.760, 6.709], "relative_energy_ev": 0.6043, "lumo_energy_ha": [0.14202, 0.14200]}

Number 1: calculated total energy -122367.201 eV. Number 2: calculated total energy -91021.027 eV. Number 3: calculated total energy -258245.990 eV. Number 4: calculated total energy -58255.021 eV. Number 5: calculated total energy -150641.441 eV. Number 6: calculated total energy -109103.940 eV.